i) 3 unconnected molecules or ions with the total composition C2H9N4O, computed with ωB97M-V with the def2-TZVPD basis set.

Cartesian coordinates (Å):
O -2.747 0.670 1.135
N 2.921 0.429 -0.597
N -3.286 -0.166 -0.990
N -0.575 -0.188 0.162
N -1.034 -1.331 0.249
C -3.000 0.340 0.088
C 0.520 0.405 0.747
H 3.063 -0.070 -1.419
H -1.881 -1.500 -0.213
H 1.429 0.526 0.019
H 3.509 -0.054 0.099
H 0.382 1.450 1.002
H 1.137 0.046 1.581
H 3.336 1.366 -0.694
H -3.340 0.097 -1.947
H -0.434 -2.020 0.779

Results
LUMO level   -5.04 eV
Gap between HOMO and LUMO   9.405 eV
Charge   +1



ii) A gas-phase ion, C2H9N4O (charge +1), computed with ωB97M-V with the def2-TZVPD basis set.

Cartesian coordinates (Å):
O 1.390 -0.280 -0.715
N -2.273 0.049 -0.084
N -0.057 1.459 0.249
N -0.029 0.137 0.016
N -1.042 -1.933 -0.720
C 2.506 -0.198 0.250
C -1.022 -0.777 -0.306
H -3.057 -0.072 -0.803
H 0.135 1.804 1.213
H -2.685 -0.314 0.796
H -1.989 1.013 0.154
H -0.256 -2.593 -0.792
H 2.414 0.833 0.683
H 2.434 -1.112 0.971
H 3.432 -0.125 -0.395
H 0.098 2.108 -0.516

Results
LUMO level   -3.55 eV
Gap between HOMO and LUMO   10.339 eV
Charge   +1



Relative energy table, unit kJ/mol: i) 0.0; ii) 149.8



i) A single H2N2O3S molecule, computed with ωB97M-V with the def2-TZVPD basis set.

Cartesian coordinates (Å):
S -0.499 1.391 0.509
O 0.596 1.902 -1.859
O 2.285 0.513 -1.628
O 1.285 -0.378 0.563
N 1.235 1.012 -1.403
N 0.266 0.143 -0.214
H 1.178 -1.218 0.153
H -1.662 0.982 -0.149

Results
LUMO level   0.33 eV
Gap between HOMO and LUMO   9.870 eV



ii) 2 unconnected molecules or ions with the total composition H2N2O3S, computed with ωB97M-V with the def2-TZVPD basis set.

Cartesian coordinates (Å):
S -1.756 -0.587 0.855
O -1.711 -2.080 -2.812
O -1.758 -1.129 2.178
O -0.039 -0.878 -2.239
N -0.310 -0.229 0.387
N -0.976 -1.625 -1.989
H 0.379 -0.560 1.040
H -0.034 0.392 -0.335

Results
LUMO level (spin up / spin down)   -0.52 / -2.57 eV
Gap between HOMO and LUMO (spin up / spin down)   10.107 / 5.021 eV



Relative energy table, unit kJ/mol: i) 110.7; ii) 0.0